Formula: C3H8N2
Source: the Open Molecules 2025 dataset
Level of theory: wB97M-V/def2-TZVPD

* relative energy (zero: lowest compared OMol25 entry of this formula, charge and spin): 6.339 eV
* LUMO level (spin up / spin down): 0.03129 / 0.03379 Eh
* HOMO energy (spin up / spin down): -7.87 / -7.94 eV
* orbital gap (spin up / spin down): 8.725 / 8.861 eV

Each line ends with the Löwdin charge.
Atoms and positions in Å:
C: -1.323 0.732 -0.150  -0.208
C: 1.576 -0.681 0.132  -0.192
C: 1.241 0.749 -0.032  -0.057
N: -1.676 -0.500 -0.723  -0.031
N: -1.923 -0.200 0.696  -0.028
H: -1.724 1.702 -0.376  0.081
H: 2.614 -0.789 0.468  0.072
H: 1.454 -1.225 -0.801  0.067
H: 0.950 -1.151 0.894  0.055
H: 1.375 1.220 -0.986  0.037
H: 1.273 1.385 0.836  0.038
H: -2.558 -0.513 -1.241  0.090
H: -1.279 -0.729 1.284  0.076



Formula: C16H20FN5
Source: the Open Molecules 2025 dataset
Level of theory: wB97M-V/def2-TZVPD

* ⟨S²⟩: 0.76
* net charge: -1
* LUMO level (spin up / spin down): 0.09450 / 0.09269 Eh
* HOMO energy (spin up / spin down): 0.32 / -4.34 eV
* orbital gap (spin up / spin down): 2.253 / 6.864 eV
* 2S+1: 2

Each line ends with the Löwdin charge.
Atoms and positions in Å:
F: 1.679 -1.917 -0.724  0.023
C: 0.611 -1.147 -0.527  -0.375
C: 0.742 0.151 -0.085  -0.134
C: -0.382 0.877 0.269  -0.232
C: -1.631 0.305 0.256  -0.208
C: -1.795 -1.047 -0.135  -0.174
C: -0.635 -1.724 -0.612  -0.124
H: 1.655 0.687 0.130  0.052
H: -0.216 1.895 0.590  0.073
H: -2.470 0.828 0.689  0.060
H: -2.799 -1.431 -0.240  0.048
H: -0.750 -2.712 -1.031  0.069
C: -1.249 1.883 -2.606  -0.087
C: 0.163 2.275 -2.766  -0.278
N: 1.297 2.619 -2.839  0.099
H: -1.233 0.801 -2.740  0.084
H: -1.889 2.321 -3.371  0.068
H: -1.589 2.276 -1.648  0.063
C: -5.430 2.485 0.915  -0.076
C: -6.778 2.430 0.358  -0.279
N: -7.853 2.331 -0.080  0.108
H: -5.409 2.040 1.910  0.083
H: -5.123 3.526 1.019  0.079
H: -4.690 1.955 0.315  0.071
C: 1.216 2.966 3.931  -0.076
C: 2.033 2.262 2.914  -0.222
N: 2.667 1.627 2.123  0.155
H: 2.014 3.227 4.626  0.071
H: 0.444 2.370 4.417  0.080
H: 0.761 3.865 3.515  0.074
C: 2.141 -5.282 -2.702  -0.068
C: 1.124 -5.315 -3.764  -0.285
N: 0.338 -5.325 -4.594  0.115
H: 3.092 -5.662 -3.075  0.075
H: 1.779 -5.975 -1.942  0.077
H: 2.288 -4.312 -2.227  0.075
C: 4.419 -1.078 1.151  -0.068
C: 4.070 -0.947 2.583  -0.326
N: 3.813 -0.867 3.663  0.114
H: 5.220 -0.372 0.931  0.074
H: 3.518 -0.856 0.579  0.049
H: 4.838 -2.032 0.829  0.073



Formula: CH7NO4
Source: the Open Molecules 2025 dataset
Level of theory: wB97M-V/def2-TZVPD

* relative energy (zero: lowest compared OMol25 entry of this formula, charge and spin): 0.250 eV
* LUMO level: 0.01690 Eh
* SMILES string: NC(=O)O.O.O
* HOMO energy: -10.43 eV
* orbital gap: 10.887 eV

Each line ends with the Löwdin charge.
Atoms and positions in Å:
N: -1.318 0.343 0.611  0.189
C: -0.222 -0.180 1.213  -0.687
O: -0.201 -1.074 2.024  0.071
O: 0.909 0.446 0.811  0.077
H: -2.174 -0.058 0.968  0.120
H: -1.232 0.829 -0.273  0.089
H: 1.630 -0.020 1.258  0.127
O: 0.209 1.738 -1.804  -0.062
H: 0.897 2.408 -1.888  0.046
H: 0.637 1.019 -1.324  -0.009
O: 0.394 -1.439 -1.873  -0.046
H: -0.098 -2.200 -2.203  0.045
H: 0.862 -1.812 -1.116  0.038



Formula: C4H5NO
Source: the Open Molecules 2025 dataset
Level of theory: wB97M-V/def2-TZVPD

* relative energy (zero: lowest compared OMol25 entry of this formula, charge and spin): 4.503 eV
* LUMO level (spin up / spin down): -0.03767 / -0.03784 Eh
* HOMO energy (spin up / spin down): -7.80 / -7.78 eV
* orbital gap (spin up / spin down): 6.771 / 6.751 eV

Each line ends with the Löwdin charge.
Atoms and positions in Å:
O: 2.098 0.132 1.773  0.067
C: 1.453 0.999 1.242  -0.288
N: 0.509 0.752 0.245  0.086
C: 0.215 -0.495 -0.180  -0.089
C: -0.950 -0.845 -0.853  -0.320
C: -1.703 -0.421 -1.906  0.016
H: 1.537 2.070 1.485  0.138
H: -0.073 1.505 -0.097  0.155
H: 0.857 -1.268 0.237  0.133
H: -1.202 -1.639 -0.112  0.120
H: -2.742 -0.790 -1.834  -0.019



Formula: C4H8N3O2
Source: the Open Molecules 2025 dataset
Level of theory: wB97M-V/def2-TZVPD

* relative energy (zero: lowest compared OMol25 entry of this formula, charge and spin): 9.822 eV
* net charge: +1
* LUMO level (spin up / spin down): -0.18712 / -0.24029 Eh
* HOMO energy (spin up / spin down): -13.75 / -13.24 eV
* orbital gap (spin up / spin down): 8.658 / 6.700 eV

Each line ends with the Löwdin charge.
Atoms and positions in Å:
C: 0.530 1.486 1.069  -0.363
C: -0.691 -0.902 -1.476  -0.102
C: 0.418 -0.230 -0.583  -0.175
C: -2.418 -0.709 0.304  0.310
N: -1.883 -1.206 -0.708  0.012
N: -0.057 0.956 0.002  0.098
N: 2.867 1.275 1.350  0.011
O: 3.724 0.520 1.584  0.118
O: 1.544 0.778 1.640  -0.099
H: -0.290 1.798 1.814  0.174
H: 1.012 2.504 0.868  0.170
H: -0.958 -0.522 -2.515  0.172
H: -0.378 -1.803 -1.890  0.104
H: 0.894 -0.891 0.036  0.097
H: 1.155 0.087 -1.360  0.167
H: -3.180 -1.038 0.948  0.099
H: -2.288 -2.103 -1.086  0.206



Formula: C33H71Ca2N2O8
Source: the Open Molecules 2025 dataset
Level of theory: wB97M-V/def2-TZVPD

* relative energy (zero: lowest compared OMol25 entry of this formula, charge and spin): 0.265 eV
* ⟨S²⟩: 0.75
* net charge: +2
* LUMO level (spin up / spin down): -0.19443 / -0.19383 Eh
* HOMO energy (spin up / spin down): -9.21 / -13.17 eV
* orbital gap (spin up / spin down): 3.920 / 7.892 eV
* 2S+1: 2

Each line ends with the Löwdin charge.
Atoms and positions in Å:
Ca: 1.912 3.181 -2.196  1.291
Ca: 0.901 -1.558 -2.955  1.361
O: 1.027 0.239 0.886  0.111
C: 0.718 0.285 -0.426  -0.757
O: 0.272 -0.771 -0.895  -0.149
O: 1.037 1.252 -1.185  -0.210
H: 0.790 -0.669 1.088  0.059
C: -0.311 -3.921 2.821  -0.122
C: 1.071 -4.056 3.500  -0.126
C: 1.912 -2.856 3.016  -0.144
O: 1.039 -2.227 2.039  -0.207
C: -0.311 -2.480 2.345  -0.204
H: -1.093 -4.036 3.571  0.121
H: -0.490 -4.573 1.966  0.099
H: 1.590 -4.951 3.157  0.105
H: 1.049 -4.138 4.587  0.116
H: 2.929 -3.070 2.686  0.113
H: 2.103 -2.177 3.847  0.104
H: -0.891 -2.379 1.428  0.108
H: -0.622 -1.784 3.124  0.124
C: -2.568 3.310 -2.463  -0.136
C: -2.367 4.712 -3.009  -0.104
C: -0.791 4.854 -3.161  -0.134
O: -0.333 3.580 -2.721  -0.366
C: -1.316 2.672 -2.976  -0.281
H: -3.496 2.842 -2.791  0.130
H: -2.551 3.286 -1.374  0.107
H: -2.654 5.470 -2.281  0.114
H: -2.899 4.963 -3.927  0.122
H: -0.374 5.541 -2.424  0.093
H: -0.390 5.054 -4.155  0.130
H: -1.178 1.691 -2.522  0.098
H: -1.219 2.336 -4.008  0.134
C: 0.485 0.145 5.501  -0.171
C: 0.943 0.840 4.207  -0.147
C: -0.419 1.346 3.642  -0.170
O: -1.362 1.178 4.737  -0.159
C: -0.672 1.007 5.976  -0.179
H: 1.239 0.070 6.285  0.116
H: 0.182 -0.883 5.301  0.102
H: 1.494 0.146 3.573  0.081
H: 1.638 1.646 4.443  0.108
H: -0.775 0.884 2.721  0.090
H: -0.379 2.393 3.343  0.098
H: -1.318 0.585 6.746  0.129
H: -0.344 1.981 6.338  0.122
C: -4.233 0.311 0.538  -0.168
C: -4.317 0.966 1.895  -0.178
C: -4.280 -0.172 2.890  -0.147
O: -3.542 -1.207 2.172  -0.144
C: -3.231 -0.807 0.831  -0.221
H: -4.020 0.973 -0.301  0.100
H: -5.167 -0.181 0.267  0.120
H: -5.235 1.543 2.006  0.119
H: -3.495 1.670 2.021  0.107
H: -5.266 -0.591 3.093  0.125
H: -3.760 0.119 3.803  0.112
H: -3.472 -1.578 0.100  0.101
H: -2.179 -0.540 0.734  0.094
C: 3.788 -4.552 -1.611  -0.136
C: 4.093 -3.611 -0.505  -0.139
C: 3.258 -2.350 -0.833  -0.165
O: 2.483 -2.726 -1.952  -0.389
C: 3.247 -3.655 -2.759  -0.138
H: 3.042 -5.325 -1.425  0.117
H: 4.744 -5.000 -1.883  0.129
H: 5.142 -3.364 -0.343  0.126
H: 3.853 -4.117 0.430  0.114
H: 3.834 -1.446 -1.031  0.130
H: 2.650 -2.091 0.033  0.108
H: 3.941 -3.099 -3.389  0.129
H: 2.637 -4.183 -3.492  0.115
C: -0.114 -4.575 -1.067  -0.053
C: -0.523 -4.608 -2.564  -0.214
N: -0.886 -3.271 -3.116  -0.303
C: -2.058 -2.688 -2.424  -0.219
C: -2.502 -1.312 -3.046  -0.048
C: -1.017 -3.409 -4.615  -0.275
C: -2.167 -4.219 -5.079  -0.075
H: 0.340 -3.622 -0.795  0.057
H: 0.573 -5.393 -0.850  0.082
H: -1.018 -4.795 -0.499  0.079
H: 0.350 -4.862 -3.165  0.101
H: -1.323 -5.318 -2.776  0.120
H: -2.836 -3.449 -2.476  0.124
H: -1.870 -2.529 -1.362  0.090
H: -3.326 -0.959 -2.426  0.079
H: -1.773 -0.511 -3.165  0.040
H: -2.834 -1.409 -4.080  0.072
H: -0.084 -3.798 -5.021  0.116
H: -1.221 -2.448 -5.087  0.102
H: -3.049 -3.849 -4.555  0.081
H: -2.053 -5.265 -4.794  0.083
H: -2.345 -4.229 -6.154  0.100
C: 3.544 2.551 1.154  -0.064
C: 3.442 3.983 0.602  -0.236
N: 2.182 4.281 -0.115  -0.307
C: 1.061 4.057 0.844  -0.214
C: -0.411 4.288 0.363  -0.042
C: 2.269 5.655 -0.672  -0.274
C: 2.219 6.811 0.335  -0.047
H: 2.831 2.263 1.927  0.063
H: 4.534 2.363 1.569  0.089
H: 3.472 1.864 0.310  0.058
H: 3.639 4.656 1.437  0.122
H: 4.223 4.109 -0.147  0.117
H: 1.085 3.085 1.336  0.090
H: 1.079 4.757 1.680  0.116
H: -1.128 4.243 1.183  0.090
H: -0.523 5.234 -0.167  0.070
H: -0.719 3.509 -0.334  0.041
H: 1.485 5.786 -1.417  0.079
H: 3.169 5.852 -1.255  0.119
H: 3.028 6.695 1.057  0.081
H: 1.302 6.764 0.923  0.074
H: 2.235 7.765 -0.192  0.095



Number 1: F_max 0.0539 Eh/bohr. Number 2: F_max 0.1096 Eh/bohr. Number 3: F_max 0.0142 Eh/bohr. Number 4: F_max 0.0197 Eh/bohr. Number 5: F_max 0.0910 Eh/bohr. Number 6: F_max 0.0728 Eh/bohr.